Record 1
Computed, not measured: C16H32BiOP as an isolated structure at a distorted geometry, with ωB97M-V with the def2-TZVPD basis set.

The calculation puts the HOMO energy at -15.8 eV. The frontier orbital gap is 0.2472 Ha. The lowest unoccupied orbital energy comes out at -0.332 Ha. As for the total charge: +2.

```
51
Properties=species:S:1:pos:R:3:forces:R:3
C 1.49579 3.33768 0.44586 0.18 -0.50 -0.95
H 1.76700 4.40317 0.61098 -0.21 -0.78 -0.20
H 2.28416 2.83089 -0.17329 -0.17 0.65 0.94
H 1.40045 2.87004 1.41693 0.18 -0.32 0.25
C 0.21264 3.17592 -0.40101 0.12 0.45 0.11
H 0.18762 2.14951 -0.87581 -0.04 0.85 0.37
H -0.69642 3.27107 0.19941 0.13 -0.05 0.06
C 0.25486 4.28118 -1.46689 0.01 -0.40 -0.55
H -0.71724 4.58784 -1.85033 -0.07 -0.13 0.06
H 0.76452 5.17392 -1.09170 -0.20 -0.16 -0.02
H 0.83549 3.91345 -2.31713 0.05 0.25 -0.08
C -0.53042 -2.31512 -1.31257 2.80 0.83 0.11
C -0.87040 -1.09555 -2.05151 -0.28 -0.68 -0.04
C 0.31172 -0.55102 -2.64668 -0.27 -0.09 0.06
C 1.44221 -1.31821 -2.21457 0.19 -1.02 0.49
C 0.99657 -2.43505 -1.43424 -2.25 0.63 0.04
C 1.81050 -3.46577 -0.73098 0.49 -0.89 0.02
C 2.84547 -1.15183 -2.71014 0.23 0.29 0.08
C 0.34704 0.46627 -3.75456 -0.03 0.46 0.42
C -2.27761 -0.80463 -2.46898 -0.49 0.36 0.07
C -1.44090 -3.24294 -0.58587 -0.51 -0.92 -0.33
Bi 0.33455 -0.94060 0.30395 -0.09 3.03 -0.89
H 3.58178 -1.52020 -1.97554 -0.29 0.17 -0.38
H 2.95478 -1.75638 -3.62693 0.01 0.18 0.27
H 3.08929 -0.10496 -2.97157 -0.17 -0.55 0.19
H 2.85865 -3.16489 -0.58062 -0.37 -0.05 -0.21
H 1.42375 -3.72827 0.27239 0.03 -0.03 -0.51
H 1.79807 -4.37842 -1.33951 0.19 0.00 0.29
H -2.40029 -2.76997 -0.31060 0.43 -0.23 -0.24
H -1.62553 -4.07203 -1.28642 -0.30 -0.04 0.55
H -0.98062 -3.64239 0.33935 -0.26 -0.04 -0.58
H -2.36746 0.11238 -3.06883 0.09 -0.26 0.40
H -2.65157 -1.62542 -3.10881 0.25 0.19 0.30
H -2.96463 -0.72924 -1.60663 0.29 -0.02 -0.41
H 1.10976 1.23150 -3.53614 -0.24 -0.20 -0.15
H 0.59982 0.03146 -4.74291 -0.02 -0.13 0.64
H -0.62222 0.96758 -3.87022 0.35 -0.10 0.10
C 0.57687 0.47920 4.47692 0.11 -0.09 -0.53
P -0.93867 0.21002 3.51450 -0.83 1.30 0.54
C -1.50499 -1.43877 3.83627 0.00 -0.39 0.11
C -2.19857 1.34432 4.13797 0.16 0.02 0.27
O -0.87554 0.44754 2.00144 1.04 -1.07 -0.54
H 0.33283 0.49501 5.54338 -0.07 -0.01 -0.15
H 1.04963 1.43619 4.20604 -0.20 -0.33 0.06
H 1.28509 -0.34518 4.30617 -0.11 0.27 0.02
H -1.58208 -1.62455 4.90205 -0.01 -0.05 0.22
H -2.48926 -1.56969 3.39223 -0.06 -0.01 -0.07
H -0.81534 -2.17420 3.41893 0.05 -0.07 0.01
H -2.02985 2.34622 3.71808 -0.04 -0.34 0.04
H -3.18339 0.97489 3.83779 0.13 0.13 -0.08
H -2.18790 1.42804 5.23034 0.06 -0.10 -0.16
```
Positions in Å, forces in eV/Å.

Record 2
Computed, not measured: one molecule with the formula C3H5F3OP2 at a distorted geometry, with ωB97M-V with the def2-TZVPD basis set.

The calculation puts the HOMO energy at -8.8 eV. As for the structure (SMILES): CP(#[PH2])C(=O)C(F)(F)F. For the energy relative to the best compared isomer or geometry (same formula, charge and spin), the calculation gives 0.000 eV. The frontier orbital gap is 0.3246 Ha. The lowest unoccupied orbital energy comes out at 0.000 Ha.

```
14
Properties=species:S:1:pos:R:3:forces:R:3
C 1.78511 -1.05548 -0.42803 0.96 3.86 1.14
P 0.53580 -0.42717 0.78087 -0.98 -1.09 -0.89
P 0.95339 1.69407 0.64469 -0.81 0.36 -3.21
C -0.91802 -0.48827 -0.52990 1.70 0.03 1.56
O -0.83245 -1.16120 -1.50472 -0.42 -0.06 -0.66
C -2.21911 0.19090 -0.10853 -0.34 -0.03 0.75
F -2.78578 0.87100 -1.11044 0.24 0.08 0.86
F -3.06421 -0.75921 0.31294 -0.16 0.16 -0.21
F -1.97923 0.97836 1.00376 -0.45 -0.19 -1.51
H 1.58350 -0.68573 -1.43085 0.44 0.49 0.06
H 1.78836 -2.05271 -0.52109 -0.22 -3.84 0.09
H 2.77895 -0.76312 0.03833 -0.96 -0.17 -1.02
H 0.19646 2.05359 1.68291 -0.63 0.51 1.83
H 2.17723 1.60498 1.17007 1.64 -0.10 1.22
```
Positions in Å, forces in eV/Å.

Record 3
Computed, not measured: C21H25N3O3Tc as an isolated structure, with ωB97M-V with the def2-TZVPD basis set.

The calculation puts the HOMO energy (alpha / beta) at -6.7 / -7.3 eV. Its expectation value of S² is 0.754. For the energy relative to the best compared isomer or geometry (same formula, charge and spin), the calculation gives 0.103 eV. The frontier orbital gap (alpha / beta) is 0.2639 / 0.2800 Ha. The lowest unoccupied orbital energy (alpha / beta) comes out at 0.017 / 0.012 Ha. The spin multiplicity is 2.

```
53
Properties=species:S:1:pos:R:3:forces:R:3
Tc -0.45970 0.11145 0.42255 -0.28 -0.11 -0.03
C -0.38795 1.01498 3.41392 -0.07 0.06 0.23
N 0.47633 1.05742 2.21932 0.19 0.13 -0.07
C 1.78842 0.43184 2.56642 -0.01 -0.04 -0.01
C 1.96696 -1.05887 2.23714 0.00 0.05 0.02
C 0.75452 -1.97437 2.34556 -0.05 0.01 -0.01
N -0.14188 -1.79300 1.20043 -0.01 -0.04 0.06
C -0.76056 -2.82534 0.74785 0.03 0.00 -0.02
C -1.67083 -2.88218 -0.36059 0.00 0.02 -0.02
C -2.39390 -4.08155 -0.52266 0.00 -0.01 0.00
C -3.27567 -4.26203 -1.55490 0.00 -0.01 0.01
C -3.43489 -3.22461 -2.48643 0.00 0.01 -0.03
C -2.72848 -2.05501 -2.37740 0.03 -0.03 -0.03
C -1.82474 -1.83438 -1.31142 0.15 -0.08 0.06
O -1.16527 -0.71602 -1.28195 -0.11 0.09 -0.06
C 0.74124 2.48336 1.87817 0.04 -0.04 0.00
C -0.47383 3.35650 1.56925 -0.01 0.02 0.02
C -1.27108 3.02738 0.28174 0.02 0.00 -0.03
N -0.55763 2.03426 -0.50427 0.01 0.02 0.05
C 0.03358 2.38555 -1.57970 -0.02 -0.02 0.02
C 0.98825 1.57492 -2.30319 0.01 0.02 -0.04
C 1.32212 1.93758 -3.61478 -0.01 0.01 -0.01
C 2.28574 1.25988 -4.32491 0.00 -0.01 0.02
C 2.96482 0.21168 -3.69575 0.00 0.00 -0.01
C 2.68024 -0.14289 -2.39669 0.00 0.00 -0.01
C 1.67561 0.51747 -1.66333 -0.02 -0.02 0.01
O 1.43866 0.16335 -0.42284 0.11 -0.02 0.00
H -0.02217 1.73946 4.15164 0.03 -0.05 0.03
H -1.42123 1.22890 3.16623 0.01 0.04 -0.14
H -0.35991 0.02939 3.86826 0.01 -0.03 -0.07
H 2.56485 0.97006 2.02474 -0.02 0.00 -0.03
H 1.96073 0.60978 3.63369 0.01 0.00 0.00
H 2.34447 -1.14332 1.21950 0.01 -0.01 0.00
H 2.74524 -1.43341 2.90658 -0.02 -0.02 0.01
H 1.09318 -3.01351 2.37589 0.02 0.00 0.00
H 0.19384 -1.79608 3.26627 -0.01 -0.01 -0.01
H -0.58927 -3.77815 1.25599 0.00 0.00 0.00
H -2.24286 -4.87255 0.20439 0.00 0.00 0.00
H -3.83272 -5.18304 -1.65435 0.00 0.00 0.00
H -4.12582 -3.35029 -3.31154 0.00 0.00 0.00
H -2.83996 -1.25898 -3.10147 0.00 0.01 0.01
H 1.27819 2.93805 2.72161 -0.01 0.02 0.00
H 1.41812 2.47790 1.02332 0.00 -0.02 0.00
H -1.15305 3.37908 2.42205 0.00 -0.01 0.00
H -0.06898 4.36751 1.47886 -0.01 0.00 0.01
H -2.23843 2.60337 0.53899 0.00 0.01 0.00
H -1.42311 3.93780 -0.30527 0.00 0.00 0.00
H -0.14425 3.39394 -1.96382 0.00 0.00 0.00
H 0.79634 2.76908 -4.07240 0.00 0.00 0.01
H 2.52033 1.53802 -5.34291 0.00 0.00 0.00
H 3.73251 -0.32935 -4.23589 0.00 0.00 0.00
H 3.21160 -0.95033 -1.90934 -0.01 0.00 0.01
O -1.96772 0.40931 1.15743 -0.01 0.04 0.08
```
Positions in Å, forces in eV/Å.

Record 4
Computed, not measured: one molecule with the formula C5H5NO at a distorted geometry, with ωB97M-V with the def2-TZVPD basis set.

The calculation puts the HOMO energy at -10.3 eV. As for the structure (SMILES): N#C[C@@H]1C[C@@H]1C=O. For the energy relative to the best compared isomer or geometry (same formula, charge and spin), the calculation gives 2.851 eV. The frontier orbital gap is 0.3967 Ha. The lowest unoccupied orbital energy comes out at 0.017 Ha.

```
12
Properties=species:S:1:pos:R:3:forces:R:3
N 1.05571 -2.00293 -1.53494 -0.38 0.93 0.34
C 0.67424 -0.97406 -1.16773 0.22 -0.88 -0.38
C 0.25693 0.34467 -0.73391 0.03 -0.02 -0.31
C 1.09852 0.82538 0.45086 0.02 -0.02 0.15
C -0.33535 0.46060 0.66321 -0.28 0.00 -0.07
C -1.29254 -0.69915 0.67252 -0.21 -0.50 0.33
O -1.37451 -1.71421 1.29721 0.24 0.45 -0.08
H -0.45328 0.78952 -1.42558 1.18 0.88 -0.43
H 1.92829 0.16863 0.70554 -0.31 0.02 -0.08
H 1.32330 1.88150 0.58477 -0.13 -0.21 -0.13
H -0.93103 1.37397 0.70336 -0.05 -0.15 -0.11
H -1.95028 -0.45394 -0.21531 -0.32 -0.50 0.77
```
Positions in Å, forces in eV/Å.